Entry 1:
DFT (ωB97M-V/def2-TZVPD) results for a structure of composition C5H5N3 at a distorted geometry.

CARTESIAN COORDINATES (ANGSTROEM)
C 0.02 -1.54 0.31
C -0.56 -0.17 0.31
C 0.46 0.74 0.56
C 0.89 0.78 -1.02
C -1.80 -0.27 1.11
H 1.09 0.57 1.79
H -0.35 1.57 0.80
H 1.15 1.86 -1.47
H 1.85 -0.14 -1.07
H -0.43 -0.76 -1.68
N 0.90 -2.39 -0.25
N -0.38 0.26 -1.13
N -2.83 -0.52 1.73

## Properties
frontier orbital gap = 9.9291 eV
energy relative to the best compared isomer or geometry (same formula, charge and spin) = 731.0 kJ/mol
DFT total energy = -9727.912 eV
lowest unoccupied orbital energy = -0.50 eV
HOMO = -10.43 eV
2S+1 = 1

Entry 2:
DFT (ωB97M-V/def2-TZVPD) results for a structure of composition C25H25BCo2NO6 at a distorted geometry.

CARTESIAN COORDINATES (ANGSTROEM)
O -4.12 1.29 9.01
C -3.03 1.22 9.39
Co -1.41 0.90 9.95
C -0.42 2.30 9.54
O 0.26 3.18 9.22
C -1.49 0.65 11.66
O -1.53 0.42 12.81
C -1.30 -1.09 9.61
C -2.68 -1.70 9.69
C -3.26 -1.81 10.96
C -4.62 -2.07 11.04
C -5.39 -2.27 9.89
C -4.79 -2.16 8.63
C -3.42 -1.93 8.52
C -0.67 -0.62 8.36
C -1.02 -0.23 7.08
Co 0.53 -1.31 9.51
C 0.68 -1.88 11.21
O 0.57 -2.20 12.32
C 1.94 -0.11 9.49
O 2.71 0.75 9.45
C 1.17 -2.73 8.55
O 1.40 -3.63 7.85
H -2.65 -1.65 11.85
H -5.07 -2.10 12.03
H -6.45 -2.52 9.98
H -5.39 -2.26 7.73
H -2.97 -1.89 7.52
H -0.16 -0.11 6.41
H -2.08 -0.32 6.79
C -1.83 2.59 2.08
C -2.19 1.17 2.47
N -1.03 0.19 2.22
C -1.62 -1.21 2.43
C -0.58 -2.29 2.20
C -0.51 0.35 0.84
C -1.38 0.16 -0.25
C -0.88 0.35 -1.56
C 0.46 0.72 -1.76
C 1.31 0.90 -0.67
C 0.81 0.71 0.63
B 0.13 0.45 3.39
H -0.41 0.19 4.45
H -2.60 3.26 2.47
H -0.87 2.93 2.49
H -1.82 2.73 0.99
H -2.39 1.11 3.55
H -3.09 0.83 1.92
H -1.95 -1.23 3.48
H -2.50 -1.35 1.77
H -1.05 -3.26 2.36
H -0.20 -2.28 1.17
H 0.26 -2.22 2.89
H -2.43 -0.13 -0.08
H -1.56 0.22 -2.41
H 0.84 0.87 -2.77
H 2.35 1.19 -0.79
H 1.49 0.87 1.47
H 1.05 -0.32 3.14
H 0.44 1.64 3.30

## Properties
frontier orbital gap = 5.4736 eV
DFT total energy = -116033.399 eV
charge = -1
lowest unoccupied orbital energy = 2.08 eV
HOMO = -3.39 eV
2S+1 = 1

Entry 3:
DFT (ωB97M-V/def2-TZVPD) results for a cluster of 7 separate species, C26H69N3O14 in total at a distorted geometry.

CARTESIAN COORDINATES (ANGSTROEM)
C 22.97 -10.17 -18.78
O 21.64 -9.71 -18.89
C 20.81 -10.50 -19.73
C 20.23 -11.71 -19.03
N 19.28 -11.49 -17.93
C 19.60 -10.46 -16.92
C 20.68 -10.85 -15.93
O 20.43 -12.14 -15.47
C 21.12 -12.53 -14.30
H 22.98 -11.27 -18.73
H 23.33 -9.83 -17.81
H 23.61 -9.91 -19.63
H 21.41 -10.78 -20.60
H 19.96 -9.86 -20.02
H 21.00 -12.46 -18.78
H 19.61 -12.18 -19.80
H 19.22 -12.32 -17.35
H 18.63 -10.24 -16.46
H 19.90 -9.51 -17.37
H 20.76 -10.11 -15.13
H 21.62 -10.68 -16.49
H 21.31 -11.73 -13.57
H 22.12 -12.86 -14.60
H 20.55 -13.29 -13.79
C 24.70 -7.48 -22.73
O 25.01 -8.86 -22.51
C 26.38 -9.23 -22.62
C 26.95 -9.71 -21.29
N 26.31 -10.88 -20.70
C 26.57 -10.99 -19.27
C 25.93 -12.33 -18.82
O 26.46 -12.61 -17.52
C 25.48 -12.62 -16.50
H 25.37 -7.00 -23.45
H 24.79 -7.04 -21.74
H 23.70 -7.44 -23.17
H 26.95 -8.34 -22.90
H 26.44 -9.99 -23.40
H 27.03 -8.86 -20.62
H 27.97 -10.06 -21.51
H 26.50 -11.71 -21.25
H 25.88 -10.27 -18.83
H 27.61 -10.83 -18.97
H 26.21 -13.20 -19.43
H 24.85 -12.37 -18.92
H 24.60 -13.24 -16.71
H 25.13 -11.59 -16.32
H 26.01 -12.98 -15.62
C 20.89 -9.84 -11.07
O 19.91 -10.77 -11.39
C 20.18 -12.08 -10.88
C 19.20 -12.53 -9.78
N 19.27 -11.59 -8.64
C 19.12 -12.29 -7.35
C 19.46 -11.33 -6.23
O 20.86 -11.21 -6.14
C 21.24 -10.38 -5.07
H 21.91 -10.11 -11.41
H 21.02 -9.66 -9.99
H 20.73 -8.87 -11.56
H 21.25 -12.27 -10.72
H 19.95 -12.69 -11.76
H 19.41 -13.56 -9.50
H 18.23 -12.38 -10.26
H 20.17 -11.14 -8.66
H 19.79 -13.16 -7.25
H 18.11 -12.71 -7.38
H 19.06 -11.70 -5.28
H 18.97 -10.38 -6.47
H 20.78 -10.70 -4.12
H 20.80 -9.39 -5.24
H 22.31 -10.42 -4.92
C 20.79 -15.70 -18.34
C 21.26 -14.88 -17.10
O 21.18 -15.67 -15.91
O 19.50 -15.31 -18.82
H 20.89 -16.78 -18.20
H 21.41 -15.33 -19.17
H 20.67 -13.97 -17.10
H 22.34 -14.82 -17.25
H 20.30 -16.05 -15.81
H 18.86 -15.82 -18.30
C 16.45 -9.46 -18.74
C 15.04 -9.59 -18.25
O 14.89 -10.35 -17.05
O 16.95 -10.63 -19.38
H 17.15 -9.21 -17.93
H 16.55 -8.61 -19.41
H 14.41 -9.96 -19.08
H 14.65 -8.57 -18.11
H 13.93 -10.35 -16.93
H 17.79 -10.86 -18.94
C 16.95 -12.28 -15.08
C 17.40 -11.93 -13.66
O 16.96 -10.61 -13.38
O 15.52 -12.31 -15.15
H 17.33 -13.25 -15.40
H 17.32 -11.45 -15.70
H 18.48 -12.00 -13.62
H 16.93 -12.64 -12.97
H 16.02 -10.64 -13.20
H 15.28 -12.20 -16.08
C 19.54 -16.13 -12.92
C 20.17 -16.83 -11.70
O 19.19 -17.55 -10.96
O 19.05 -14.82 -12.58
H 18.71 -16.69 -13.35
H 20.33 -15.85 -13.63
H 20.65 -16.03 -11.13
H 20.95 -17.54 -11.96
H 18.49 -16.95 -10.70
H 18.39 -14.90 -11.87

## Properties
frontier orbital gap = 9.1126 eV
energy relative to the best compared isomer or geometry (same formula, charge and spin) = 241.7 kJ/mol
DFT total energy = -61208.057 eV
SMILES = COCCNCCOC.COCCNCCOC.COCCNCCOC.OCCO.OCCO.OCCO.OCCO
lowest unoccupied orbital energy = 0.41 eV
HOMO = -8.71 eV
2S+1 = 1

Entry 4:
DFT (ωB97M-V/def2-TZVPD) results for a cluster of 4 separate species, C2H12O3 in total at a distorted geometry.

CARTESIAN COORDINATES (ANGSTROEM)
C 0.99 0.73 -0.65
C 1.15 -0.17 -1.92
H 1.49 1.73 -0.80
H -0.04 0.94 -0.51
H 1.45 0.29 0.18
H 0.88 0.36 -2.87
H 0.56 -1.07 -1.77
H 2.20 -0.48 -2.05
H -2.64 -0.20 1.32
H -2.36 0.09 -0.14
O -2.32 0.52 0.71
H 0.32 -1.51 0.73
H -0.69 -2.28 1.41
O -0.49 -1.99 0.50
H -0.65 0.76 1.39
H 0.08 1.60 2.37
O 0.06 0.69 2.10

## Properties
frontier orbital gap = 11.3794 eV
energy relative to the best compared isomer or geometry (same formula, charge and spin) = 40.8 kJ/mol
DFT total energy = -8410.894 eV
SMILES = CC.O.O.O
lowest unoccupied orbital energy = 0.56 eV
HOMO = -10.82 eV
2S+1 = 1

Entry 5:
DFT (ωB97M-V/def2-TZVPD) results for a structure of composition C18H33N6OReS3 at a distorted geometry.

CARTESIAN COORDINATES (ANGSTROEM)
Re 0.06 -0.36 0.47
C -0.41 -1.33 -5.72
C 0.97 -1.34 -5.08
N 1.00 -1.87 -3.69
C 0.49 -1.28 -2.62
S 0.75 -2.07 -1.06
N -0.19 -0.20 -2.68
N -0.58 0.31 -1.47
C -1.38 1.32 -1.56
C -1.94 1.83 -2.84
C -1.63 2.01 -0.31
C -2.45 3.12 -0.24
C -2.54 3.84 0.94
C -1.77 3.44 2.02
C -0.99 2.32 1.90
N -0.93 1.58 0.77
H -0.30 -1.11 -6.78
H -1.06 -0.58 -5.29
H -0.89 -2.31 -5.64
H 1.40 -0.33 -5.06
H 1.63 -1.98 -5.65
H 1.51 -2.72 -3.54
H -1.67 1.18 -3.66
H -1.56 2.83 -3.06
H -3.03 1.89 -2.79
H -3.02 3.43 -1.12
H -3.18 4.71 1.00
H -1.77 4.00 2.95
H -0.37 2.02 2.73
C -1.62 -2.81 1.20
C -0.42 -3.10 2.05
N 0.75 -2.33 1.54
C 1.82 -2.19 2.54
C 1.37 -1.30 3.68
S 0.30 -0.02 3.01
C -1.40 -0.49 3.49
C -2.38 -0.70 2.33
N -1.80 -1.34 1.11
H -1.45 -3.17 0.20
H -2.52 -3.29 1.60
H -0.59 -2.84 3.10
H -0.23 -4.17 2.02
H 1.18 -2.89 0.81
H 2.11 -3.15 2.95
H 2.68 -1.76 2.04
H 0.81 -1.82 4.46
H 2.21 -0.81 4.15
H -1.33 -1.35 4.15
H -1.78 0.34 4.10
H -3.22 -1.30 2.69
H -2.78 0.26 2.02
H -2.51 -1.21 0.40
C 4.28 1.06 0.84
S 2.66 1.78 0.73
C 2.99 3.01 -0.50
O 1.81 0.72 -0.02
H 4.99 1.84 1.13
H 4.54 0.64 -0.14
H 4.26 0.28 1.60
H 3.64 3.77 -0.06
H 2.03 3.46 -0.77
H 3.45 2.54 -1.37

## Properties
frontier orbital gap (spin up / spin down) = 6.8947 / 6.5720 eV
energy relative to the best compared isomer or geometry (same formula, charge and spin) = 92.9 kJ/mol
DFT total energy = -64800.830 eV
charge = +3
lowest unoccupied orbital energy (spin up / spin down) = -9.88 / -10.18 eV
HOMO (spin up / spin down) = -16.77 / -16.75 eV
2S+1 = 2